Density functional theory data (wB97M-V/def2-TZVPD) for the molecule C3H6O2.

Last columns: bonded neighbours and bond lengths (Å).
Cartesian coordinates (Å):
1 C 1.13079 0.92000 -0.58262  C3 1.811, O4 1.187, H6 1.097
2 C -0.19729 -1.13326 0.44655  C3 1.515, H7 1.090, H8 1.087, H9 1.091
3 C -0.47191 0.10032 -0.38811  C1 1.811, C2 1.515, O5 1.382, H10 1.088
4 O 1.56509 1.60921 0.28090  C1 1.187
5 O -1.36685 0.99953 0.16095  C3 1.382, H11 0.965
6 H 1.62954 0.70758 -1.53588  C1 1.097
7 H 0.21627 -0.84946 1.41457  C2 1.090
8 H 0.51092 -1.78201 -0.06293  C2 1.087
9 H -1.12379 -1.68502 0.61221  C2 1.091
10 H -0.80832 -0.12156 -1.39916  C3 1.088
11 H -1.08443 1.23467 1.05352  O5 0.965

Electronic energy ... -7301.98912 eV
SMILES ... C[C@@H](O)C=O
M ... 74.079 Da
LUMO energy ... 0.97 eV
ΔE to the lowest compared entry with this formula, charge and spin ... 163.0 kJ/mol
Net charge ... 0